A 4-piece molecular cluster, C3H17N2O3 overall. Source: the Open Molecules 2025 dataset; level of theory: ωB97M-V/def2-TZVPD.

```
25
Properties=species:S:1:pos:R:3:forces:R:3:nbo_charge:R:1
C -0.945760 0.050711 -0.253989 -0.620 -2.411 2.405 -0.217
C -0.701883 -0.460095 -1.684042 -1.671 0.771 1.900 -0.455
C 0.276619 0.275772 -2.505934 0.173 2.165 -3.551 -0.237
N 1.599785 0.296125 -1.896629 -1.068 0.238 1.642 -0.868
N 0.233492 0.400532 0.559945 2.816 5.011 -3.915 -0.729
H -1.384111 -0.881253 0.455502 0.418 2.633 -2.419 0.242
H -1.553864 0.951387 -0.265206 -0.269 -0.476 0.090 0.223
H -0.570258 -1.495565 -1.635313 0.754 -1.658 -0.096 0.231
H -1.756644 -0.342540 -1.875764 -0.314 -0.081 -1.801 0.244
H 0.438112 -0.067986 -3.596513 -0.983 -0.153 1.593 0.214
H -0.080227 1.387293 -2.742723 0.777 -2.077 1.057 0.202
H 2.149768 -0.525806 -2.014150 0.275 -0.546 -0.492 0.387
H 1.119066 0.242182 -0.044987 -1.088 0.085 0.563 0.463
H 2.049875 1.098526 -2.232425 1.281 0.933 -0.402 0.383
H 0.257014 -0.060399 1.369212 0.314 -2.592 4.307 0.432
H 0.308759 1.478353 0.819708 -0.746 -2.640 -0.841 0.454
H 0.426714 0.610167 3.919057 0.349 -2.507 -1.257 0.485
H -0.021755 -0.819604 4.156999 -0.285 -0.645 0.285 0.486
O 0.476667 -0.337530 3.502660 -0.102 3.207 0.853 -0.964
H -1.884160 3.174116 0.440835 1.273 -1.265 0.577 0.499
H -0.606904 3.699361 0.115656 1.150 0.316 -0.134 0.490
O -0.921548 2.880797 0.500795 -2.429 1.572 -0.364 -0.968
H 0.299596 -3.377990 1.559436 0.276 0.945 -0.893 0.473
H -0.474091 -3.998716 0.557929 -0.553 -0.306 -1.005 0.476
O 0.029420 -3.186573 0.625710 0.274 -0.519 1.900 -0.945
```
Positions in Å, forces in eV/Å.

Calculated values
- Net charge: +1
- Strongest force on any atom: 7.0 eV/Å
- HOMO level: -13.2 eV
- LUMO level: -2.768 eV